[1]
Molecular formula: C2H15O6
Method: DFT, ωB97M-V with the def2-TZVPD basis set

Positions of all 23 atoms, in Å:
O 1.0703 2.4438 0.0505
O -0.6113 -2.2093 -2.1575
O 2.3634 -0.4490 0.7121
O -1.1681 1.0301 0.5708
O 5.5301 0.3036 0.0148
O -0.3653 -1.3732 0.3452
C -3.1181 -0.2770 -0.1497
C -2.5210 1.0914 0.1191
H -4.2107 -0.3076 -0.2287
H -0.4874 -1.8922 -1.2178
H 6.0034 -0.2996 0.5901
H -0.2859 -2.0405 1.0315
H 1.4651 2.5293 0.9213
H -2.5191 1.7569 -0.7460
H -2.6133 -0.7522 -0.9856
H 0.2324 1.9391 0.1587
H -2.9813 -0.8756 0.7569
H -0.8194 0.0681 0.5999
H 1.8942 0.2618 0.2481
H 0.0681 -1.7118 -2.6227
H 1.5767 -1.0142 0.8737
H -3.0850 1.5519 0.9412
H 4.5822 0.2261 0.1741

Forces on atoms 1 to 2 (eV/Å):
O 0.30 0.03 -0.34
O 0.15 0.18 -0.21

Computed properties:
- electronic energy (eV) = -14604.1729
- net charge = -1
- Kohn-Sham gap (eV) = 8.97
- energy above the lowest of the compared OMol25 structures with the same formula, charge and spin (kcal/mol) = 13.7
- lowest unoccupied orbital energy (eV) = 3.6

Okay, here come the Mulliken numbers, in e, for every atom: number 1, O, carries -0.703; number 2, O, carries -0.712; number 3, O, carries -0.693; number 4, O, carries -0.707; number 5, O, carries -0.663; number 6, O, carries -1.018; number 7, C, carries -0.960; number 8, C, carries -0.239; number 9, H, carries 0.370; number 10, H, carries 0.428; number 11, H, carries 0.295; number 12, H, carries 0.099; number 13, H, carries 0.290; number 14, H, carries 0.229; number 15, H, carries 0.222; number 16, H, carries 0.457; number 17, H, carries 0.264; number 18, H, carries 0.487; number 19, H, carries 0.327; number 20, H, carries 0.290; number 21, H, carries 0.346; number 22, H, carries 0.222; number 23, H, carries 0.367

---

[2]
Molecular formula: C2H16BBeF6NO10S2
Method: DFT, ωB97M-V with the def2-TZVPD basis set

Positions of all 39 atoms, in Å:
S 1.4948 1.8633 1.3003
S -1.0712 1.7256 1.3023
F -3.5003 0.6186 1.5181
F 0.8262 -0.3181 2.9098
F -2.6093 0.4235 -0.5070
F 2.7196 0.8328 3.4538
F -1.8402 -0.7722 1.2969
F 2.6201 -0.5951 1.9747
O -0.2218 -2.2420 1.7701
O 1.2173 -2.9032 -0.3824
O 2.0107 0.1418 -1.2322
O -2.3294 -1.1018 -1.2106
O 0.5251 0.5484 -2.7991
O 2.6275 1.8532 0.4179
O -1.0584 1.3467 -1.5029
O -1.5871 2.9623 0.7880
O -0.9730 1.5956 2.8241
O 1.3095 3.1527 1.9825
N 0.1243 1.2949 0.4081
C -2.3512 0.3562 0.8605
C 1.8946 0.3316 2.5445
B -0.0228 -0.8758 -0.7687
Be 0.4640 0.9069 -0.9108
H 0.7127 -3.5731 -0.8437
H 0.8155 -1.1139 -1.4050
H 0.5162 -2.2572 1.1608
H 2.8913 0.1342 -0.8571
H -0.0737 0.6584 -3.5377
H -0.7093 -0.3276 -1.3951
H -0.6922 -1.4360 1.5572
H -1.4731 -1.1535 -0.7860
H -2.3846 -0.2013 -1.5305
H 0.6327 -0.3992 -2.7164
H 2.0576 -0.4699 -1.9669
H 0.3848 -0.3586 0.0861
H -1.3824 2.2260 -1.6979
H 0.8134 -2.0758 -0.6442
H -0.5973 -1.7203 -0.4211
H -1.7808 0.9217 -1.0406

Forces on atoms 1 to 2 (eV/Å):
S 1.74 1.71 2.09
S -4.00 1.57 4.86

Computed properties:
- electronic energy (eV) = -63331.9445
- Kohn-Sham gap (eV) = 9.05
- lowest unoccupied orbital energy (eV) = -0.5

Okay, here come the Mulliken numbers, in e, for every atom: number 1, S, carries 0.998; number 2, S, carries 1.056; number 3, F, carries -0.245; number 4, F, carries -0.117; number 5, F, carries -0.326; number 6, F, carries -0.244; number 7, F, carries -0.194; number 8, F, carries -0.239; number 9, O, carries -0.790; number 10, O, carries -0.932; number 11, O, carries -0.043; number 12, O, carries -1.021; number 13, O, carries -0.419; number 14, O, carries -0.687; number 15, O, carries -0.268; number 16, O, carries -0.629; number 17, O, carries -0.587; number 18, O, carries -0.603; number 19, N, carries 0.914; number 20, C, carries 0.867; number 21, C, carries 0.719; number 22, B, carries -3.144; number 23, Be, carries -0.226; number 24, H, carries 0.315; number 25, H, carries 0.237; number 26, H, carries 0.344; number 27, H, carries 0.359; number 28, H, carries 0.430; number 29, H, carries 0.722; number 30, H, carries 0.465; number 31, H, carries 0.105; number 32, H, carries 0.360; number 33, H, carries 0.934; number 34, H, carries 0.612; number 35, H, carries -0.789; number 36, H, carries 0.378; number 37, H, carries 0.498; number 38, H, carries 0.843; number 39, H, carries 0.345

---

[3]
Molecular formula: C2H16FeO7
Method: DFT, ωB97M-V with the def2-TZVPD basis set

Positions of all 26 atoms, in Å:
Fe 2.6255 28.3011 -21.3936
O 1.7917 26.5827 -20.3964
O 2.7266 24.5960 -22.1173
O 4.0147 27.2558 -22.0767
O 3.5570 28.7207 -19.6138
O 2.8745 29.9990 -22.1329
O 1.4095 27.8176 -23.0898
O 0.8873 29.2373 -20.5183
C 5.2477 27.3080 -22.7108
C 3.8614 30.9761 -22.1177
H 0.9833 26.5189 -19.8758
H 3.3367 28.3660 -18.7436
H 4.7307 30.6848 -22.7303
H 3.5117 31.9322 -22.5063
H 4.3186 31.0842 -21.1212
H 2.1513 24.6808 -22.8822
H 5.1837 27.4891 -23.7891
H 4.4978 28.9422 -19.5796
H -0.0141 28.9121 -20.4024
H 5.8422 28.1462 -22.3185
H 2.2200 25.7105 -20.3272
H 0.7696 28.4535 -23.4359
H 1.1766 26.9679 -23.4792
H 3.2446 25.4189 -22.0802
H 0.9686 29.9980 -19.9286
H 5.8438 26.4059 -22.5522

Forces on atoms 1 to 2 (eV/Å):
Fe 1.35 0.67 -2.25
O -0.18 -0.22 0.65

Computed properties:
- multiplicity = 6
- ⟨S²⟩ = 8.76
- electronic energy (eV) = -51047.1067
- net charge = +1
- Kohn-Sham gap (spin up / spin down) (eV) = 9.22 / 8.40
- lowest unoccupied orbital energy (spin up / spin down) (eV) = -3.5 / -4.1

Okay, here come the Mulliken numbers, in e, for every atom: number 1, Fe, carries 1.136; number 2, O, carries -0.409; number 3, O, carries -0.636; number 4, O, carries -0.415; number 5, O, carries -0.435; number 6, O, carries -0.371; number 7, O, carries -0.413; number 8, O, carries -0.410; number 9, C, carries -0.906; number 10, C, carries -0.760; number 11, H, carries 0.270; number 12, H, carries 0.302; number 13, H, carries 0.278; number 14, H, carries 0.267; number 15, H, carries 0.255; number 16, H, carries 0.288; number 17, H, carries 0.323; number 18, H, carries 0.304; number 19, H, carries 0.283; number 20, H, carries 0.267; number 21, H, carries 0.314; number 22, H, carries 0.311; number 23, H, carries 0.268; number 24, H, carries 0.313; number 25, H, carries 0.303; number 26, H, carries 0.274